No. 1
Molecular formula: C22H28AuGeN6O2Si
Method: DFT, wB97M-V/def2-TZVPD

The geometry in XYZ format:
```
61
Properties=species:S:1:pos:R:3
Au 0.40 -0.58 -0.01
O -1.54 7.15 -0.63
N -1.93 6.07 -1.13
O -2.92 6.04 -1.91
C -1.24 4.90 -0.81
C -0.16 5.01 0.06
C 0.57 3.90 0.48
C 1.68 4.00 1.35
C 2.36 2.88 1.74
C 1.94 1.64 1.28
N 0.89 1.51 0.46
C 0.21 2.59 0.05
C -0.91 2.46 -0.89
N -1.20 1.22 -1.29
C -2.18 1.03 -2.16
C -2.92 2.08 -2.68
C -2.64 3.36 -2.27
C -1.62 3.60 -1.33
H 0.11 6.00 0.42
H 1.98 4.99 1.70
H 3.22 2.94 2.40
H 2.44 0.73 1.56
H -2.38 0.00 -2.45
H -3.70 1.89 -3.41
H -3.20 4.21 -2.65
N 6.16 -1.39 -1.97
C 5.15 -0.87 -2.17
N 4.04 -0.21 -2.47
C 2.90 -0.43 -1.96
N 1.80 -0.56 -1.60
C 1.70 -3.86 -2.47
Si -0.01 -3.31 -1.96
C -0.74 -2.18 -3.26
C -1.10 -4.84 -1.87
C 0.00 -2.59 -0.23
H 1.66 -4.39 -3.43
H 2.13 -4.54 -1.73
H 2.37 -3.02 -2.59
H -0.50 -2.55 -4.26
H -0.34 -1.17 -3.18
H -1.83 -2.13 -3.18
H -1.16 -5.35 -2.83
H -2.11 -4.56 -1.57
H -0.72 -5.55 -1.13
H 0.78 -3.11 0.34
H -0.94 -2.83 0.27
C 0.33 0.15 4.43
Ge -0.43 -1.28 3.33
C -2.10 -1.86 4.18
C 0.83 -2.76 3.33
C -0.82 -0.61 1.57
H 0.44 -0.20 5.46
H -0.31 1.03 4.43
H 1.31 0.44 4.06
H -1.89 -2.27 5.17
H -2.59 -2.63 3.59
H -2.78 -1.02 4.30
H 1.15 -2.96 4.36
H 1.71 -2.52 2.74
H 0.38 -3.67 2.93
H -1.73 -0.03 1.44
```

Values from the calculation:
multiplicity = 3
E_LUMO (alpha / beta) = 2.1 / 2.0 eV
orbital gap (alpha / beta) = 5.32 / 7.98 eV
net charge = -1

***

No. 2
Molecular formula: C22H28BrN3OS2Ti
Method: DFT, wB97M-V/def2-TZVPD

The geometry in XYZ format:
```
58
Properties=species:S:1:pos:R:3
Ti -1.47 2.08 0.09
C -6.58 0.60 -0.09
S -5.77 1.30 -1.53
C -4.33 2.05 -0.84
S -3.75 1.59 0.75
N -3.78 2.91 -1.62
N -2.55 3.32 -1.07
C -2.41 4.61 -0.78
C -1.49 4.95 0.23
C -1.18 6.30 0.55
C -0.34 6.58 1.58
C 0.23 5.51 2.32
C -0.10 4.23 1.98
N -0.96 3.92 0.98
H -7.49 0.14 -0.47
H -6.86 1.37 0.63
H -5.97 -0.16 0.40
H -3.05 5.36 -1.24
H -1.63 7.08 -0.04
H -0.11 7.60 1.83
H 0.91 5.69 3.14
H 0.31 3.39 2.52
C 4.35 -3.13 0.73
C 4.13 -2.32 -0.55
C 4.11 -3.26 -1.76
C 5.30 -1.35 -0.71
C 2.79 -1.59 -0.48
C 2.67 -0.22 -0.73
C 1.41 0.35 -0.67
Br 1.22 2.21 -1.02
C 0.24 -0.35 -0.38
O -0.91 0.32 -0.34
C 0.34 -1.74 -0.14
C 1.62 -2.29 -0.20
C -0.83 -2.69 0.14
C -2.21 -2.03 0.23
C -0.89 -3.73 -0.99
C -0.57 -3.41 1.48
H 5.33 -3.62 0.70
H 3.60 -3.92 0.85
H 4.32 -2.49 1.61
H 5.05 -3.82 -1.83
H 3.98 -2.71 -2.69
H 3.30 -3.99 -1.69
H 6.24 -1.91 -0.69
H 5.33 -0.62 0.10
H 5.26 -0.81 -1.66
H 3.53 0.39 -0.96
H 1.70 -3.36 -0.03
H -2.49 -1.53 -0.69
H -2.26 -1.29 1.03
H -2.94 -2.81 0.44
H -1.05 -3.24 -1.95
H -1.72 -4.41 -0.82
H 0.02 -4.32 -1.06
H -0.53 -2.69 2.30
H 0.35 -3.98 1.48
H -1.39 -4.10 1.68
```

Values from the calculation:
multiplicity = 3
E_LUMO (alpha / beta) = -0.1 / -0.7 eV
orbital gap (alpha / beta) = 6.37 / 7.45 eV

***

No. 3
Molecular formula: C22H28Cl2N3O2SSi2Tm
Method: DFT, wB97M-V/def2-TZVPD

The geometry in XYZ format:
```
61
Properties=species:S:1:pos:R:3
Tm 0.10 -1.21 -0.19
Cl -3.46 -4.14 -2.26
C -1.74 -3.76 -2.53
Cl -1.37 -2.02 -2.39
H -1.44 -4.04 -3.56
H -1.08 -4.26 -1.83
O 0.87 -3.06 0.76
N 2.12 -3.59 0.52
C 2.63 -4.51 1.39
C 3.86 -5.09 1.16
C 4.58 -4.72 0.06
C 4.06 -3.80 -0.80
C 2.77 -3.19 -0.61
S 2.11 -2.06 -1.64
H 1.99 -4.73 2.20
H 4.23 -5.83 1.83
H 5.56 -5.10 -0.10
H 4.56 -3.44 -1.68
C 1.01 2.15 2.38
Si 1.54 1.07 0.90
C 3.32 0.53 1.13
C 1.61 2.38 -0.48
C 2.54 3.41 -0.21
C 2.68 4.40 -1.19
C 1.89 4.44 -2.32
C 0.95 3.44 -2.51
C 0.79 2.37 -1.60
Si -0.53 1.03 -2.01
C -0.34 0.91 -3.93
C -2.27 1.70 -1.88
H 1.65 3.02 2.49
H 1.01 1.61 3.31
H 0.02 2.59 2.22
H 3.89 1.32 1.60
H 3.77 0.51 0.15
H 3.46 -0.40 1.74
H 3.25 3.38 0.57
H 3.45 5.21 -1.17
H 1.93 5.32 -3.02
H 0.39 3.53 -3.47
H -0.62 1.85 -4.43
H -0.98 0.11 -4.30
H 0.73 0.69 -4.18
H -2.43 2.56 -2.54
H -2.51 2.02 -0.81
H -2.96 0.85 -2.14
N -5.37 2.25 3.45
C -5.14 0.90 3.39
O -5.73 0.15 4.12
C -4.02 0.38 2.48
C -2.98 1.20 2.00
C -1.96 0.52 1.28
N -2.04 -0.79 1.00
C -3.03 -1.51 1.47
C -4.05 -0.98 2.22
H -6.08 2.41 4.11
H -5.33 2.86 2.66
H -2.91 2.25 2.30
H -1.05 1.05 0.93
H -3.05 -2.58 1.25
H -4.83 -1.57 2.72
```

Values from the calculation:
relative energy (zero: lowest compared OMol25 entry of this formula, charge and spin) = 62.4 kcal/mol
multiplicity = 3
E_LUMO (alpha / beta) = -0.5 / -0.5 eV
orbital gap (alpha / beta) = 5.82 / 5.79 eV

***

No. 4
Molecular formula: C22H28Cl4IrN2O5PS
Method: DFT, wB97M-V/def2-TZVPD

The geometry in XYZ format:
```
64
Properties=species:S:1:pos:R:3
Ir -0.45 0.34 0.76
Cl 5.59 4.80 -0.98
C 4.17 3.93 -0.47
C 4.13 2.56 -0.57
C 3.00 1.86 -0.16
Cl 3.06 0.14 -0.31
C 1.86 2.51 0.35
O 0.74 1.98 0.80
C 1.97 3.91 0.43
Cl 0.61 4.79 1.06
C 3.08 4.62 0.03
H 4.98 2.01 -0.96
H 3.10 5.70 0.12
C -4.29 3.58 -2.14
C -4.38 3.25 -0.66
N -4.50 1.81 -0.41
C -5.86 1.27 -0.39
C -6.41 1.15 1.02
C -3.43 1.01 -0.23
S -1.87 1.72 -0.43
N -3.74 -0.27 0.00
C -2.97 -1.23 0.48
O -1.81 -1.16 0.99
C -3.56 -2.60 0.50
C -4.92 -2.81 0.28
C -5.44 -4.09 0.30
C -4.60 -5.17 0.53
C -3.25 -4.97 0.75
C -2.73 -3.69 0.74
H -4.21 4.66 -2.28
H -5.17 3.22 -2.68
H -3.40 3.12 -2.58
H -5.26 3.72 -0.21
H -3.51 3.63 -0.12
H -5.85 0.30 -0.88
H -6.47 1.94 -0.99
H -5.82 0.44 1.60
H -7.44 0.79 0.99
H -6.40 2.11 1.53
H -5.56 -1.95 0.10
H -6.50 -4.25 0.14
H -5.01 -6.18 0.54
H -2.59 -5.82 0.92
H -1.67 -3.52 0.90
C -1.16 0.38 3.89
O -0.17 -0.65 3.77
P 0.71 -0.83 2.44
O 2.17 -0.43 2.95
C 2.40 0.91 3.40
O 0.85 -2.39 2.32
C 1.45 -3.19 3.36
H -1.05 0.83 4.88
H -2.15 -0.05 3.78
H -1.02 1.17 3.15
H 3.45 1.13 3.23
H 2.17 0.98 4.46
H 1.80 1.63 2.84
H 0.96 -4.16 3.33
H 1.29 -2.73 4.34
H 2.51 -3.29 3.16
Cl 0.75 -2.26 -0.71
C -0.02 -0.66 -0.94
H -0.94 -0.85 -1.48
H 0.66 -0.06 -1.53
```

Values from the calculation:
relative energy (zero: lowest compared OMol25 entry of this formula, charge and spin) = 16.7 kcal/mol
multiplicity = 1
E_LUMO = 0.0 eV
orbital gap = 7.68 eV

***

No. 5
Molecular formula: C22H28ClN3O3S
Method: DFT, wB97M-V/def2-TZVPD

The geometry in XYZ format:
```
58
Properties=species:S:1:pos:R:3
C -3.49 1.00 -2.73
C -4.80 1.44 -2.07
N -4.55 2.09 -0.80
S -5.29 1.48 0.56
O -5.17 2.50 1.56
O -6.59 0.95 0.26
C -4.18 0.13 0.92
C -4.56 -1.17 0.65
C -3.64 -2.19 0.81
C -2.35 -1.91 1.25
C -1.32 -3.00 1.28
C -0.81 -3.25 -0.15
C -0.47 -1.92 -0.82
O -1.24 -1.40 -1.61
N 0.68 -1.31 -0.46
C 1.77 -1.85 0.32
C 3.01 -1.99 -0.58
N 3.37 -0.78 -1.27
C 4.31 0.09 -0.71
C 4.58 0.12 0.66
C 5.54 0.96 1.18
Cl 5.83 0.95 2.89
C 6.26 1.81 0.36
C 6.02 1.77 -1.00
C 5.08 0.92 -1.56
C 4.96 0.85 -3.06
C 2.24 -0.22 -1.99
C 1.03 -0.04 -1.07
C -2.00 -0.60 1.54
C -2.91 0.43 1.38
H -2.86 1.87 -2.91
H -3.71 0.53 -3.69
H -2.96 0.29 -2.11
H -5.42 0.57 -1.85
H -5.36 2.10 -2.74
H -4.47 3.09 -0.81
H -5.56 -1.35 0.30
H -3.92 -3.21 0.59
H -1.74 -3.93 1.67
H -0.49 -2.70 1.93
H 0.03 -3.94 -0.16
H -1.62 -3.68 -0.74
H 1.51 -2.81 0.75
H 1.97 -1.15 1.14
H 3.86 -2.35 0.00
H 2.78 -2.74 -1.35
H 4.04 -0.53 1.33
H 6.99 2.48 0.78
H 6.60 2.40 -1.65
H 4.28 1.62 -3.44
H 5.93 1.03 -3.51
H 4.60 -0.12 -3.37
H 2.51 0.74 -2.42
H 1.97 -0.91 -2.80
H 0.16 0.31 -1.63
H 1.27 0.68 -0.28
H -1.00 -0.38 1.89
H -2.66 1.45 1.59
```

Values from the calculation:
relative energy (zero: lowest compared OMol25 entry of this formula, charge and spin) = 6.3 kcal/mol
multiplicity = 1
E_LUMO = 0.4 eV
orbital gap = 8.64 eV

***

No. 6
Molecular formula: C22H28ClN6RbS2Si
Method: DFT, wB97M-V/def2-TZVPD

The geometry in XYZ format:
```
61
Properties=species:S:1:pos:R:3
Rb 1.11 -0.81 -0.32
C -0.86 0.59 4.65
C -0.05 0.18 3.46
N -0.49 -0.52 2.48
N -1.80 -0.90 2.50
C -2.19 -1.84 3.30
N -3.56 -2.15 3.19
S -1.29 -2.74 4.48
C 1.40 0.55 3.39
C 2.10 0.91 4.54
C 3.46 1.13 4.46
C 4.10 0.97 3.24
C 3.33 0.62 2.14
N 2.01 0.44 2.21
H -1.92 0.62 4.37
H -0.55 1.56 5.03
H -0.77 -0.17 5.43
H -3.92 -1.91 2.27
H -3.74 -3.11 3.45
H 1.58 0.97 5.49
H 4.03 1.40 5.34
H 5.17 1.10 3.14
H 3.77 0.39 1.18
C -0.70 5.50 -5.16
Si -0.49 3.64 -4.85
C -2.16 2.89 -5.28
C 0.84 3.08 -6.05
C 0.00 3.44 -3.06
C 0.14 4.54 -2.23
C 0.49 4.39 -0.89
C 0.69 3.09 -0.44
N 0.57 2.01 -1.20
C 0.23 2.14 -2.50
S 0.07 0.72 -3.47
H -0.98 5.67 -6.21
H 0.23 6.05 -4.98
H -1.48 5.94 -4.53
H -2.43 3.12 -6.32
H -2.93 3.29 -4.63
H -2.13 1.81 -5.15
H 0.52 3.27 -7.08
H 1.04 2.02 -5.92
H 1.76 3.64 -5.87
H -0.03 5.54 -2.62
H 0.60 5.23 -0.22
H 0.97 2.90 0.60
C -1.14 -7.51 1.26
C -0.80 -6.12 0.78
C -0.85 -5.78 -0.57
C -0.54 -4.49 -0.95
N -0.19 -3.53 -0.10
C -0.14 -3.86 1.19
C -0.44 -5.12 1.67
H -1.44 -8.15 0.43
H -1.95 -7.48 1.98
H -0.28 -7.96 1.75
H -1.13 -6.52 -1.31
H -0.58 -4.20 -2.00
H 0.13 -3.08 1.90
H -0.41 -5.29 2.74
Cl 4.05 -2.13 -0.09
```

Values from the calculation:
relative energy (zero: lowest compared OMol25 entry of this formula, charge and spin) = 2.9 kcal/mol
multiplicity = 1
E_LUMO = 4.0 eV
orbital gap = 6.04 eV
net charge = -2

***

Here are the calculated calculated total energy numbers, same order: -3836.1750; -5314.5403; -4152.6202; -4025.5908; -2103.5102; -2753.9925 (Ha).